Entry 1:
Computed, not measured: C5H5N3 in the gas phase, with the ωB97M-V functional and the def2-TZVPD basis.

## Properties
E_HOMO: -8.9167 eV
ΔE to the lowest compared entry with this formula, charge and spin: 92.4 kcal per mole
Total energy: -9731.48177 eV
Gap between HOMO and LUMO: 8.00 eV
SMILES string: N=c1nccccn1

Structure (ORCA input):
```
! wB97M-V def2-TZVPD RIJCOSX def2/J DEFGRID3
* xyz 0 1
C 1.331 -0.877 -0.140
C -0.215 -0.302 1.501
C -1.455 0.437 0.756
C -1.400 0.744 -0.489
C -0.068 0.781 -1.346
H 2.717 -1.475 -1.104
H -0.688 -0.347 2.526
H -2.335 0.670 1.437
H -2.331 1.159 -0.928
H 0.037 1.369 -2.259
N 2.607 -1.269 -0.065
N 0.936 -0.708 1.330
N 0.864 -0.182 -1.219
*
```

natural (NBO) atomic charge list, values in e, 6 entries:
1 C 0.44
2 C 0.12
3 C -0.22
4 C -0.25
5 C 0.15
6 H 0.32



Entry 2:
Computed, not measured: H16HeO8 as an isolated structure, with the ωB97M-V functional and the def2-TZVPD basis.

## Properties
E_HOMO: -10.6416 eV
ΔE to the lowest compared entry with this formula, charge and spin: 12.3 kcal per mole
Total energy: -16718.76544 eV
Gap between HOMO and LUMO: 10.58 eV

Structure (ORCA input):
```
! wB97M-V def2-TZVPD RIJCOSX def2/J DEFGRID3
* xyz 0 1
He -0.146 0.621 -0.438
O -1.964 1.710 -2.020
H -2.771 2.130 -1.723
H -2.021 1.727 -2.975
O -0.387 -2.577 -0.314
H 0.226 -2.882 -0.983
H 0.165 -2.378 0.443
O 0.189 3.342 -1.137
H 0.835 2.972 -1.739
H -0.554 2.741 -1.184
O -1.774 0.397 1.523
H -2.002 0.044 0.663
H -0.832 0.562 1.472
O 1.569 -1.583 2.177
H 1.648 -2.535 2.229
H 1.502 -1.298 3.088
O 0.868 1.642 1.755
H 1.680 1.193 1.989
H 1.021 1.968 0.868
O -2.538 -1.041 -1.411
H -1.781 -1.444 -0.985
H -2.253 -0.150 -1.614
O 3.464 -1.568 0.153
H 3.113 -2.009 -0.621
H 2.744 -1.584 0.785
*
```

natural (NBO) atomic charge list, values in e, 6 entries:
1 He 0.00
2 O -0.96
3 H 0.49
4 H 0.49
5 O -0.94
6 H 0.47



Values for LUMO level, eV, ordered as above
-0.92; -0.06